Computed, not measured: a structure of composition C5H82ClI2NO35Si at a distorted geometry, with the ωB97M-V functional and the def2-TZVPD basis.

Each line ends with the Mulliken charge.
CARTESIAN COORDINATES (ANGSTROEM)
C  1.15316  -3.65192  0.63195  -0.975
C  2.06573  -2.54986  0.07076  -0.020
I  2.09244  -2.56404  -2.09250  0.110
C  1.80921  -1.12589  0.58414  -0.833
I  1.90734  -1.20247  2.73852  -0.052
Si  0.19039  -0.20872  0.22978  0.346
Cl  0.11752  0.51340  -1.72866  -0.370
C  -1.39255  -1.07785  0.66355  -0.068
C  -1.95594  -2.03066  -0.40175  -0.010
N  -3.11923  -2.79638  0.08337  -0.584
H  1.66856  -4.16319  1.44675  0.224
H  0.91012  -4.39020  -0.12921  0.416
H  0.22846  -3.25099  1.04574  0.233
H  3.08887  -2.80119  0.32654  0.388
H  2.66264  -0.49353  0.32208  0.797
H  0.25825  1.02628  1.03904  -0.147
H  -2.12690  -0.28611  0.85839  -0.031
H  -1.22912  -1.61609  1.60578  0.503
H  -1.18560  -2.72843  -0.74236  0.284
H  -2.28113  -1.44766  -1.26584  -0.148
H  -2.91083  -3.78423  0.08921  0.282
H  -3.32187  -2.55461  1.04299  0.252
O  2.93390  2.26777  0.97309  -0.516
H  2.25699  1.83688  0.44201  0.205
H  2.75126  3.21166  0.89451  0.270
O  5.58728  -2.57807  -0.19416  -0.573
H  6.30193  -2.26557  -0.76078  0.310
H  4.89470  -2.87182  -0.79700  0.279
O  5.29010  0.57304  2.64988  -0.623
H  4.85583  1.00018  1.90022  0.330
H  4.63567  -0.03883  2.98871  0.269
O  -2.82540  -0.29497  -3.57922  -0.398
H  -3.57767  0.31221  -3.60729  0.268
H  -2.24079  0.06114  -2.90767  0.090
O  4.23320  -3.96799  2.78872  -0.641
H  3.94176  -3.07500  2.99656  0.270
H  4.88018  -3.85667  2.08174  0.281
O  -4.89904  2.00720  -4.57238  -0.550
H  -5.59224  1.53866  -5.05447  0.300
H  -5.10308  2.93872  -4.70059  0.298
O  -2.74247  3.79622  -6.00922  -0.635
H  -2.75889  3.07498  -5.37069  0.299
H  -2.87589  3.35738  -6.85462  0.320
O  -4.13378  -1.23478  -6.15294  -0.547
H  -3.52610  -1.59617  -6.80610  0.237
H  -3.62742  -1.27346  -5.32767  0.321
O  7.68727  -0.03590  1.17688  -0.704
H  7.04968  0.36896  1.77990  0.361
H  7.12894  -0.41175  0.48991  0.363
O  -0.21122  3.70674  0.29083  -0.593
H  -0.24950  4.34710  -0.43751  0.342
H  -0.07392  2.88154  -0.18454  0.045
O  -0.99439  -1.52424  5.08707  -0.660
H  -1.31081  -0.61773  5.18787  0.374
H  -0.25788  -1.44013  4.47381  0.117
O  1.65890  5.94570  1.30062  -0.599
H  1.00348  5.45058  0.79521  0.321
H  1.48604  6.87152  1.11070  0.279
O  7.87790  -1.83226  -0.98759  -0.648
H  8.33314  -2.30022  -1.69413  0.247
H  8.53931  -1.73967  -0.28739  0.327
O  7.71773  -4.59575  0.37838  -0.642
H  6.93315  -5.08714  0.12232  0.299
H  7.50445  -3.67711  0.17808  0.396
O  -3.63656  -0.24729  5.23752  -0.626
H  -3.42252  -1.18002  5.11087  0.325
H  -3.84648  -0.17618  6.17448  0.278
O  0.04573  4.04296  -2.57465  -0.616
H  -0.33039  4.39372  -3.38875  0.306
H  -0.28740  3.14214  -2.52097  0.272
O  1.45441  2.16023  4.21735  -0.520
H  1.39147  2.76862  3.47517  0.264
H  1.61305  1.30333  3.81111  0.218
O  -6.96104  -0.31026  -6.28289  -0.634
H  -7.03733  -0.64671  -5.38199  0.337
H  -6.01149  -0.31556  -6.45401  0.238
O  -5.93315  2.03870  5.90867  -0.625
H  -5.51498  2.34710  6.71652  0.314
H  -5.21894  1.67274  5.37478  0.322
O  3.32333  3.72070  6.34275  -0.612
H  2.64618  3.17768  5.92331  0.299
H  3.06946  4.61590  6.09692  0.285
O  1.48316  -4.70424  3.97709  -0.594
H  1.44001  -4.98116  4.89624  0.283
H  2.42976  -4.63233  3.79055  0.319
O  -2.26708  -3.56595  -6.23666  -0.579
H  -2.96326  -4.12513  -6.59410  0.287
H  -1.81091  -4.12681  -5.60313  0.291
O  -2.86175  0.33626  -8.67045  -0.623
H  -3.32035  0.04041  -7.87714  0.340
H  -3.18900  -0.22475  -9.37879  0.303
O  -7.90743  -0.25994  6.20624  -0.635
H  -7.36798  0.41461  5.77431  0.331
H  -7.90883  -1.00894  5.60609  0.303
O  -3.62996  0.82284  2.29579  -0.571
H  -4.42252  0.42919  1.90878  0.295
H  -3.60570  0.53056  3.21213  0.162
O  9.19723  2.41931  0.38225  -0.723
H  8.66520  2.75451  -0.34454  0.311
H  8.78927  1.57334  0.62471  0.432
O  -6.07502  -2.75643  -4.39414  -0.598
H  -5.57789  -2.48384  -5.17430  0.344
H  -5.55257  -3.47100  -4.01041  0.289
O  -4.73907  0.05604  -0.31576  -0.552
H  -4.12784  0.73813  -0.63036  0.306
H  -4.64505  -0.68183  -0.92702  0.245
O  1.79831  5.65518  4.39594  -0.580
H  0.93651  6.05558  4.53624  0.297
H  1.78210  5.38694  3.46817  0.301
O  -5.56555  -5.61667  -4.10087  -0.611
H  -6.01326  -5.92621  -3.30818  0.303
H  -5.88014  -6.19624  -4.79922  0.307
O  5.71116  2.93978  8.38750  -0.636
H  5.22381  3.19555  7.59181  0.334
H  5.40962  2.04522  8.55923  0.295
O  -0.42560  -0.25532  -6.40434  -0.599
H  -0.78100  0.16632  -7.19499  0.306
H  -0.83143  -1.12747  -6.39225  0.281
O  -3.16566  2.62780  -0.18565  -0.617
H  -3.61274  2.40801  0.64669  0.329
H  -2.24645  2.74946  0.07255  0.400
O  11.31616  1.26520  -1.29304  -0.645
H  10.70713  1.71252  -0.68126  0.395
H  10.75641  0.92666  -1.99435  0.279
O  -5.32875  3.71687  1.46438  -0.649
H  -5.22180  4.10864  0.59201  0.315
H  -6.11497  3.16778  1.39540  0.317

maximum force = 1.2 eV/Å
HOMO = -10.01 eV
Kohn-Sham gap = 9.0342 eV
ΔE to the lowest compared entry with this formula, charge and spin = 0.000 eV